2 unconnected molecules or ions with the total composition C6H16ClNSi. Source: the OMol25 dataset; level of theory: ωB97M-V/def2-TZVPD.

Properties
**SMILES string**: C/N=[Si](\C)C(C)(C)C.Cl
**ΔE to the lowest compared entry with this formula, charge and spin**: 302.2 kJ/mol
**E_LUMO**: 0.4 eV
**Charge**: 0
**Spin multiplicity**: 1
**Strongest force on any atom**: 0.0244 Eh/bohr
**Frontier orbital gap**: 9.37 eV

The geometry in XYZ format:
```
25
Properties=species:S:1:pos:R:3:forces:R:3
C -1.37876 1.19792 -0.63019 0.113 -0.126 0.161
C 0.94721 2.08372 -0.64755 0.022 -0.177 0.199
C 0.24716 0.37150 -2.31387 0.090 -0.159 0.100
C -0.55633 -1.84572 2.51872 0.005 0.086 -0.036
C 2.44041 -1.06219 0.06177 -0.494 -0.134 0.368
C 0.08544 0.83744 -0.86677 0.051 -0.091 -0.014
N -0.52135 -0.94543 1.39769 0.985 0.159 -0.762
Si 0.62991 -0.53477 0.33990 -0.706 0.470 -0.096
Cl -4.46673 -1.20707 1.63339 0.061 0.007 -0.002
H -1.68297 2.00160 -1.30170 0.026 0.085 -0.115
H -2.01436 0.33774 -0.81173 -0.203 -0.097 0.021
H -1.53529 1.52438 0.39330 -0.110 0.027 0.127
H 0.59193 2.89898 -1.27617 -0.056 0.096 -0.121
H 1.98879 1.90221 -0.89853 0.226 -0.004 -0.007
H 0.89239 2.41325 0.38846 0.038 0.143 0.107
H 1.28220 0.13640 -2.55262 0.142 -0.047 -0.072
H -0.35594 -0.51288 -2.50326 -0.096 -0.140 -0.131
H -0.07854 1.15173 -3.00063 -0.051 0.134 -0.073
H -1.29943 -2.62474 2.33576 -0.026 -0.088 0.136
H 0.39766 -2.32751 2.74074 0.070 -0.146 0.106
H -0.86609 -1.28782 3.40643 -0.037 -0.136 0.087
H 3.10573 -0.51643 0.72993 -0.011 0.094 0.079
H 2.56371 -2.11999 0.28415 0.000 -0.108 0.061
H 2.78964 -0.89701 -0.95604 -0.202 0.113 -0.075
H -3.20641 -0.97533 1.52883 0.161 0.038 -0.048
```
Forces are in eV/Å.

Results of the Mulliken charge analysis, in e, for atoms 1 through 4: -1.69, -1.77, -1.77, -0.91